Entry from the OMol25 dataset: an isolated ion of composition C5H10NO2 and charge -2 (ωB97M-V with the def2-TZVPD basis set).

Summary:
Net charge   -2
Energy above the lowest of the compared OMol25 structures with the same formula, charge and spin   0.6322 eV
E_LUMO (spin up / spin down)   6.7 / 6.6 eV
⟨S²⟩   0.751
Orbital gap (spin up / spin down)   2.740 / 8.149 eV
Multiplicity   2

Element x y z (Å)
O1 1.57612 0.55432 -1.84898
C1 1.31327 1.44322 -1.01297
O2 1.93305 2.49645 -0.74037
C2 0.01051 1.24386 -0.15540
C3 -0.74058 -0.07137 -0.36363
C4 -0.23972 -1.20565 0.52095
C5 -1.10039 -1.52525 1.74247
N1 -2.22892 -2.38032 1.43128
H1 0.30634 1.39524 0.88982
H2 -0.56602 2.13907 -0.41408
H3 -1.82060 0.06556 -0.27067
H4 -0.57840 -0.29370 -1.42480
H5 0.78892 -1.04412 0.85206
H6 -0.23615 -2.10277 -0.06495
H7 -1.43573 -0.57258 2.13714
H8 -0.54109 -2.08891 2.49013
H9 -2.62002 -2.27497 0.50772
H10 -2.95029 -2.33223 2.13718

Forces on atoms 1 to 6 (eV/Å):
0.296 0.111 -0.282
-0.523 -0.441 0.600
0.309 0.164 -0.217
0.289 0.408 0.012
0.209 0.725 -0.539
-0.261 -0.367 0.431

---

Entry from the OMol25 dataset: one molecule with the formula C4H7NO2 (ωB97M-V with the def2-TZVPD basis set).

Summary:
SMILES string   C=CONC(C)=O
Net charge   0
Energy above the lowest of the compared OMol25 structures with the same formula, charge and spin   3.7474 eV
E_LUMO   0.9 eV
Orbital gap   10.344 eV
Multiplicity   1

Element x y z (Å)
C1 -0.53708 -1.44988 1.37908
C2 -0.75376 -1.72361 0.09984
O1 0.12330 -1.24542 -0.85528
N1 -0.41215 0.00278 -1.43792
C3 -0.26571 0.95449 -0.35804
C4 1.06340 1.64875 -0.19758
O2 -1.16375 1.05982 0.43666
H1 0.33413 -0.87201 1.67326
H2 -1.24301 -1.73273 2.15002
H3 -1.62203 -2.25919 -0.27802
H4 0.29580 0.18334 -2.14960
H5 1.85569 0.89300 -0.13248
H6 1.28450 2.30039 -1.04935
H7 1.04068 2.24025 0.71941

Forces on atoms 1 to 6 (eV/Å):
-0.011 -0.225 -0.192
-0.138 0.102 0.396
0.072 0.074 0.072
0.106 -0.048 -0.046
-0.181 0.130 0.379
0.012 0.044 0.025

---

Entry from the OMol25 dataset: a 2-piece molecular cluster, CH4ClO2P overall at a distorted geometry (ωB97M-V with the def2-TZVPD basis set).

Summary:
Net charge   0
Energy above the lowest of the compared OMol25 structures with the same formula, charge and spin   2.0505 eV
E_LUMO   0.1 eV
Orbital gap   8.734 eV
Multiplicity   1

Element x y z (Å)
C1 1.16162 1.30768 0.08827
O1 -2.29832 -0.40395 -0.12575
O2 0.24527 -0.34810 -0.24063
P1 -1.10940 -0.11357 -1.13406
Cl1 -0.04688 2.43255 0.05855
H1 1.69748 1.03898 1.05088
H2 1.83026 1.25410 -0.78058
H3 -2.24490 -1.16892 0.35859
H4 -1.31988 -1.44334 -1.74848

Forces on atoms 1 to 6 (eV/Å):
0.219 -4.366 -0.254
-1.777 3.168 -0.114
1.039 2.102 0.090
1.184 -0.714 -1.184
-0.322 1.306 0.360
-1.213 0.478 -1.129

---

Entry from the OMol25 dataset: C28H37ClN4P2Pt as an isolated structure at a distorted geometry (ωB97M-V with the def2-TZVPD basis set).

Summary:
Net charge   +2
Energy above the lowest of the compared OMol25 structures with the same formula, charge and spin   0.0000 eV
E_LUMO (spin up / spin down)   -5.9 / -9.7 eV
⟨S²⟩   6.035
Orbital gap (spin up / spin down)   4.474 / 2.769 eV
Multiplicity   5

Element x y z (Å)
Pt1 -1.38820 0.16960 2.84197
C1 1.28282 -2.94392 -4.49422
C2 2.07298 -2.32814 -3.60968
C3 2.84674 -1.06903 -3.79585
C4 2.26866 -0.07953 -4.83522
C5 0.83632 0.27599 -4.55347
C6 -0.24352 -0.36991 -4.99345
C7 -0.30621 -1.56945 -5.90894
C8 0.92547 -2.48872 -5.89162
C9 -2.88182 1.25088 3.80396
H1 0.95662 -3.97180 -4.28352
H2 2.34731 -2.87481 -2.71234
H3 3.89182 -1.28646 -4.08457
H4 2.90025 -0.54264 -2.83011
H5 2.88113 0.84200 -4.80826
H6 2.41460 -0.47302 -5.85084
H7 0.70929 1.24939 -4.07202
H8 -1.22294 0.09089 -4.85739
H9 -0.48531 -1.26585 -6.95811
H10 -1.18749 -2.17263 -5.63108
H11 0.69015 -3.38426 -6.49768
H12 1.76715 -2.01672 -6.41907
H13 -3.53279 0.56285 4.35956
H14 -3.49985 1.86313 3.13517
H15 -2.41704 1.92534 4.54141
P1 -1.06135 1.80157 1.33058
P2 0.57523 -0.63195 2.12930
N1 -2.41998 1.95322 0.30512
N2 -0.79133 3.45863 1.82923
N3 0.24896 -1.97205 1.10595
N4 1.77771 -1.27934 3.19027
C10 0.34749 1.40111 0.29163
C11 1.40618 0.59154 1.08990
C12 -3.54007 1.11214 0.31207
C13 -4.31222 1.39714 -0.79609
C14 -3.65974 2.45066 -1.52562
C15 -2.49870 2.77581 -0.82311
C16 -1.66323 4.22414 2.62182
C17 -1.06395 5.45857 2.89829
C18 0.22815 5.43954 2.27093
C19 0.36937 4.21818 1.64665
C20 -0.88017 -2.79794 1.23045
C21 -0.88982 -3.66838 0.15432
C22 0.25075 -3.37474 -0.65915
C23 0.93534 -2.33395 -0.04730
C24 2.87989 -2.06659 2.82044
C25 3.73247 -2.19695 3.91291
C26 3.14477 -1.45785 4.99823
C27 1.96579 -0.90479 4.53068
H16 0.78870 2.29088 -0.17833
H17 -0.08195 0.78486 -0.51571
H18 2.15862 0.14003 0.42380
H19 1.96246 1.22791 1.80449
H20 -3.67199 0.39181 1.10233
H21 -5.24259 0.91243 -1.07096
H22 -3.97733 2.91249 -2.44487
H23 -1.71723 3.49198 -1.02082
H24 -2.60652 3.82982 2.95455
H25 -1.49137 6.26384 3.47155
H26 0.96470 6.23633 2.28112
H27 1.20448 3.79538 1.10439
H28 -1.56852 -2.67202 2.04404
H29 -1.62213 -4.44695 -0.02830
H30 0.55432 -3.84282 -1.57990
H31 1.82380 -1.78558 -0.33135
H32 2.93943 -2.47416 1.82480
H33 4.66175 -2.75151 3.91704
H34 3.56337 -1.36115 5.99473
H35 1.22523 -0.30496 5.03354
Cl1 -2.91563 -2.13053 4.34386
C28 -1.47801 -1.13505 4.47586
H36 -1.55795 -0.55754 5.39941
H37 -0.62331 -1.80640 4.58261

Forces on atoms 1 to 6 (eV/Å):
-0.099 0.478 2.321
0.603 -0.438 -0.183
0.142 -0.786 -0.553
0.100 0.824 -0.297
0.660 0.112 0.004
-0.154 0.346 -0.528

---

Entry from the OMol25 dataset: C16H24F6NO7PS3Ti as an isolated structure at a distorted geometry (ωB97M-V with the def2-TZVPD basis set).

Summary:
Net charge   -1
Energy above the lowest of the compared OMol25 structures with the same formula, charge and spin   2.1330 eV
E_LUMO (spin up / spin down)   0.6 / 0.7 eV
⟨S²⟩   0.760
Orbital gap (spin up / spin down)   3.815 / 3.958 eV
Multiplicity   2

Element x y z (Å)
Ti1 -0.56472 0.20537 0.97833
C1 0.83940 -1.33483 2.25858
C2 -0.23465 -0.76767 3.02924
C3 0.03847 0.62542 3.17792
C4 1.25007 0.90409 2.51294
C5 1.74467 -0.31373 1.95313
C6 2.98194 -0.41683 1.13253
C7 2.00685 2.19282 2.51659
C8 -0.77606 1.58211 3.99789
C9 -1.18300 -1.53572 3.90161
C10 0.95832 -2.78298 1.88774
H1 2.82916 0.03668 0.15040
H2 3.27873 -1.45607 0.98973
H3 3.80605 0.11357 1.61394
H4 2.28976 2.49735 1.50995
H5 2.92376 2.05487 3.09802
H6 1.43295 2.99926 2.96407
H7 -0.62706 2.60811 3.66383
H8 -0.50619 1.51534 5.05534
H9 -1.84271 1.36616 3.91655
H10 -2.08900 -0.96622 4.11045
H11 -0.70544 -1.76262 4.85902
H12 -1.48463 -2.47865 3.44615
H13 0.54275 -2.98440 0.89766
H14 0.43635 -3.41316 2.60798
H15 2.00453 -3.09039 1.87400
F1 -2.08881 3.17622 -1.82208
C11 -1.61796 4.01703 -0.91658
F2 -1.01499 5.03866 -1.49744
F3 -2.64538 4.48502 -0.18942
S1 -0.44528 3.14525 0.22044
O1 -1.33519 1.96829 0.56521
O2 -0.27201 4.03784 1.32879
N1 0.81670 2.70990 -0.46885
S2 0.92469 1.42699 -1.55912
O3 2.35443 1.27746 -1.75952
O4 0.55290 0.23632 -0.49633
C12 0.38971 2.91627 -4.77234
F4 0.16596 3.46125 -3.47290
F5 -0.67925 3.52908 -5.47602
F6 -0.17462 1.60616 -4.57740
S3 -3.43246 -1.91110 1.12126
C13 -2.23549 -0.95847 1.09157
C14 -1.40639 -4.24580 -3.63845
O5 -1.04176 -3.97442 -2.28200
P1 -0.66676 -2.46349 -1.81524
O6 -1.94391 -1.72979 -2.49687
C15 -1.95675 -0.29544 -2.62182
O7 0.45719 -1.98996 -2.89528
C16 1.83289 -2.02861 -2.51026
H16 -1.13644 -5.28025 -3.84463
H17 -0.87731 -3.58605 -4.32597
H18 -2.47955 -4.11142 -3.77022
H19 -1.09347 0.07883 -3.16716
H20 -1.99266 0.17688 -1.63464
H21 -2.86471 -0.03862 -3.16071
H22 2.25647 -3.01530 -2.71091
H23 1.94680 -1.78197 -1.45298
H24 2.35312 -1.27465 -3.09572

Forces on atoms 1 to 6 (eV/Å):
1.866 -0.211 0.246
-0.401 -0.119 0.062
-0.036 0.012 0.377
-0.192 -0.159 0.304
-0.237 0.082 -0.095
-0.337 0.074 -0.252

---

Entry from the OMol25 dataset: C23H29N2O3 as an isolated structure at a distorted geometry (ωB97M-V with the def2-TZVPD basis set).

Summary:
Net charge   +1
Energy above the lowest of the compared OMol25 structures with the same formula, charge and spin   18.2008 eV
E_LUMO   -3.1 eV
Orbital gap   7.291 eV
Multiplicity   1

Element x y z (Å)
C1 -7.16978 -0.94290 -0.72110
H1 -6.84122 -1.15937 -1.85878
H2 -8.12352 -0.63980 -0.72796
H3 -6.90689 -1.84371 -0.22037
O1 -6.53001 0.04265 -0.50866
C2 -5.27592 0.17992 -0.30329
C3 -4.46573 -0.89233 -0.61621
C4 -3.03179 -0.59063 -0.84945
C5 -2.49255 0.59936 -0.34319
C6 -3.25298 1.57227 0.14157
C7 -4.70978 1.66407 0.12967
H4 -5.41921 2.34861 0.32677
H5 -2.83133 2.35691 0.39202
C8 -0.98637 0.86888 -0.19091
O2 -0.54414 1.92844 -0.33913
C9 -0.19790 -0.40412 -0.09506
C10 -0.19560 -1.68037 0.60259
C11 0.88279 -2.35622 0.34767
C12 1.45632 -3.44429 0.66017
C13 2.47824 -4.02829 0.31669
C14 3.19043 -3.39023 -0.86715
C15 2.72214 -2.05423 -1.08148
C16 1.67576 -1.48434 -0.64034
N1 1.00482 -0.34681 -0.76478
C17 1.46142 0.67768 -2.22945
H6 0.75798 1.26203 -2.17568
H7 1.60706 -0.24853 -2.91740
C18 2.83917 1.39379 -1.72172
O3 3.35522 1.59699 -2.76569
H8 3.71642 0.83061 -3.33919
C19 2.64287 2.66047 -0.97001
N2 1.88101 2.40515 0.23268
H9 1.87953 3.40509 0.79117
C20 2.45706 1.39635 1.37448
C21 3.83549 1.91341 1.82269
H10 4.62525 2.10925 1.04194
H11 3.87313 3.01262 2.00708
H12 4.22434 1.36933 2.89394
C22 1.49990 1.55903 2.59420
H13 0.40236 1.34982 2.36365
H14 1.54713 2.41944 3.20389
H15 1.71956 0.87778 3.56417
H16 2.43376 0.47756 0.99768
H17 0.79770 2.00370 0.14668
H18 3.52169 3.03615 -0.84358
H19 2.23026 3.16609 -1.57942
H20 3.53552 0.44020 -1.07915
H21 3.54308 -1.79013 -1.96201
H22 4.15825 -3.74434 -1.28234
H23 2.73017 -4.97319 0.57959
H24 0.80468 -4.04061 1.41411
C23 -1.22695 -1.82139 1.52325
H25 -0.56895 -2.05503 2.41298
H26 -1.75275 -2.82317 1.35997
H27 -1.82754 -1.11479 1.86443
H28 -2.33011 -1.30933 -0.87385
H29 -4.80947 -1.74549 -1.23837

Forces on atoms 1 to 6 (eV/Å):
-2.084 -10.158 -6.981
-1.459 -0.896 1.302
-4.112 -0.147 0.091
-0.109 -0.867 1.062
4.781 12.887 4.961
2.970 3.665 0.508

---

Entry from the OMol25 dataset: an isolated ion of composition C3H3OS2 and charge -1 at a distorted geometry (ωB97M-V with the def2-TZVPD basis set).

Summary:
SMILES string   CC(=S)C([O-])=S
Net charge   -1
Energy above the lowest of the compared OMol25 structures with the same formula, charge and spin   1.0313 eV
E_LUMO   3.1 eV
Orbital gap   6.288 eV
Multiplicity   1

Element x y z (Å)
C1 -1.19042 -0.17499 -0.01483
C2 0.06048 0.67592 -0.06553
S1 0.12147 2.22132 0.17585
C3 1.44063 -0.15133 -0.00764
O1 2.46224 0.50506 0.03483
S2 1.73415 -1.95689 0.07424
H1 -1.72834 -0.16166 -0.99910
H2 -1.99291 0.27296 0.62304
H3 -0.90730 -1.23039 0.17915

Forces on atoms 1 to 6 (eV/Å):
-0.887 0.174 -0.993
0.228 -3.544 0.832
-0.166 2.200 -0.036
1.741 -1.449 -0.066
-0.516 1.072 -0.149
-1.817 1.475 -0.177

---

Entry from the OMol25 dataset: a 2-piece molecular cluster, C3H10N2OS overall at a distorted geometry (ωB97M-V with the def2-TZVPD basis set).

Summary:
Net charge   0
Energy above the lowest of the compared OMol25 structures with the same formula, charge and spin   6.5109 eV
E_LUMO (spin up / spin down)   -0.7 / -1.1 eV
Orbital gap (spin up / spin down)   7.593 / 8.923 eV
Multiplicity   1

Element x y z (Å)
C1 0.94875 0.51100 -1.68356
C2 -1.17742 0.52208 -0.33123
C3 0.13285 -0.16474 -0.68388
N1 2.21508 -0.82087 1.14053
N2 -0.93584 -0.70128 2.78328
O1 1.49892 1.55775 1.10024
S1 1.08937 0.18089 0.98319
H1 1.85265 1.12436 -1.36043
H2 1.33663 -0.03631 -2.55474
H3 0.36613 1.42191 -2.06909
H4 -0.87860 1.52845 -0.04146
H5 -1.89043 0.03332 0.37534
H6 -1.86803 0.40211 -1.22842
H7 -0.01560 -1.33978 -0.76403
H8 2.10213 -1.71760 0.90368
H9 -1.03524 0.27742 2.73049
H10 -0.58871 -1.12737 3.59872

Forces on atoms 1 to 6 (eV/Å):
1.257 3.643 -2.562
-1.836 -1.055 -1.615
-0.827 -2.550 2.755
1.494 4.356 1.159
-0.836 -1.447 -2.809
-0.087 0.780 -0.244

---

Number 1: M 116.14 g mol⁻¹. Number 2: M 101.10 g mol⁻¹. Number 3: M 114.47 g mol⁻¹. Number 4: M 722.11 g mol⁻¹. Number 5: M 631.40 g mol⁻¹. Number 6: M 381.50 g mol⁻¹. Number 7: M 119.19 g mol⁻¹. Number 8: M 122.19 g mol⁻¹.